Entry 1:
Below is a molecular structure, C24H60N4Na5O12P, with properties calculated with ωB97M-V with the def2-TZVPD basis set.

The geometry in XYZ format:
```
106
Properties=species:S:1:pos:R:3
Na 0.460 -2.949 -2.133
Na 2.295 -4.359 0.902
Na -1.524 -3.124 1.595
Na 1.432 -1.547 3.307
Na 3.154 -0.669 -0.764
P 0.806 -1.907 0.498
O -0.211 -1.292 1.529
O 0.337 -3.370 0.142
O 2.214 -1.992 1.063
O 0.900 -1.088 -0.824
C -1.570 -2.661 -5.140
O -0.391 -2.229 -4.492
C -0.219 -0.877 -4.110
C -1.347 -0.235 -3.253
N -1.424 -0.921 -1.993
C -2.407 -0.370 -1.081
C -3.834 -0.939 -1.363
O -4.811 -0.419 -0.508
C -6.144 -0.629 -0.746
H -2.289 -2.867 -4.348
H -1.336 -3.573 -5.688
H -2.000 -1.955 -5.850
H -0.041 -0.271 -4.999
H 0.743 -0.875 -3.597
H -2.295 -0.444 -3.750
H -1.065 0.815 -3.179
H -0.530 -0.981 -1.527
H -2.482 0.702 -1.262
H -2.123 -0.648 -0.065
H -3.974 -2.020 -1.375
H -4.092 -0.528 -2.339
H -6.636 -0.464 0.213
H -6.371 -1.646 -1.066
H -6.711 0.060 -1.373
C 0.968 4.104 4.314
O 1.047 2.913 3.516
C 0.788 3.147 2.114
C 0.539 1.770 1.405
N 0.979 1.566 0.020
C 0.285 2.463 -0.917
C 0.986 2.531 -2.270
O 0.425 3.511 -3.117
C 0.964 3.486 -4.390
H 1.574 4.905 3.889
H 1.405 4.008 5.307
H -0.045 4.495 4.411
H 1.594 3.637 1.568
H -0.110 3.751 1.990
H -0.510 1.476 1.438
H 1.120 1.002 1.916
H 0.890 0.585 -0.203
H 0.101 3.449 -0.490
H -0.707 2.028 -1.038
H 0.970 1.533 -2.708
H 2.005 2.845 -2.045
H 2.050 3.576 -4.381
H 0.663 4.405 -4.894
H 0.699 2.538 -4.857
C 4.137 1.256 -3.598
O 4.032 1.215 -2.172
C 4.838 2.226 -1.513
C 4.494 2.327 -0.023
N 4.675 1.009 0.622
C 4.446 1.174 2.039
C 5.025 -0.078 2.693
O 6.352 0.192 3.097
C 6.974 -1.043 3.368
H 4.223 2.297 -3.909
H 3.236 0.863 -4.069
H 5.033 0.719 -3.906
H 4.759 3.240 -1.905
H 5.901 2.024 -1.640
H 3.461 2.651 0.108
H 5.142 3.030 0.499
H 5.571 0.623 0.359
H 3.358 1.199 2.111
H 4.834 2.097 2.469
H 4.719 -0.978 2.159
H 4.500 -0.157 3.646
H 7.833 -0.964 4.035
H 7.336 -1.415 2.409
H 6.346 -1.827 3.791
C -2.669 2.292 3.679
O -3.258 1.054 3.955
C -2.929 0.049 2.953
C -3.915 -1.134 3.100
N -3.760 -2.055 1.956
C -4.574 -3.282 2.152
C -4.577 -4.130 0.914
O -3.257 -4.460 0.534
C -3.182 -5.237 -0.646
H -2.879 2.735 2.705
H -1.606 2.052 3.688
H -2.814 3.008 4.488
H -1.923 -0.357 3.061
H -3.000 0.450 1.942
H -4.930 -0.740 3.058
H -3.819 -1.667 4.046
H -4.001 -1.555 1.111
H -5.593 -3.048 2.459
H -4.151 -3.857 2.976
H -5.092 -3.641 0.087
H -5.076 -5.083 1.083
H -3.364 -4.738 -1.599
H -3.848 -6.097 -0.574
H -2.202 -5.688 -0.798
```

Output
**LUMO energy**: -6.2 eV
**HOMO level**: -12.57 eV
**Kohn-Sham gap**: 6.4 eV
**Charge**: +2



Entry 2:
Below is a molecular structure, C24H61BCrF10N6O10S2, with properties calculated with ωB97M-V with the def2-TZVPD basis set.

The geometry in XYZ format:
```
115
Properties=species:S:1:pos:R:3
Cr -12.973 -10.980 14.241
B -14.436 -9.749 12.381
F -13.031 -9.886 12.140
F -15.126 -9.913 11.218
F -14.805 -10.705 13.293
F -14.609 -8.515 12.923
C -14.066 -13.078 10.560
F -13.315 -12.065 10.289
F -15.264 -12.500 10.605
F -14.010 -14.078 9.729
S -13.622 -13.725 12.345
O -14.811 -13.681 13.173
O -13.132 -15.058 12.075
N -12.616 -12.414 12.968
S -11.220 -12.731 12.191
O -11.298 -13.298 10.881
O -10.283 -11.682 12.380
C -10.418 -14.278 13.203
F -10.616 -15.399 12.582
F -9.056 -14.060 13.353
F -11.038 -14.343 14.403
C -13.519 -3.606 11.399
C -14.592 -3.626 12.396
O -14.413 -4.893 13.111
H -13.572 -2.558 11.104
H -13.683 -4.332 10.603
H -12.503 -3.876 11.689
H -15.558 -3.614 11.893
H -14.432 -2.740 13.012
H -14.728 -5.621 12.570
C -14.530 -12.426 17.902
C -14.025 -13.043 16.694
C -14.716 -14.406 16.340
O -14.009 -15.180 15.382
C -14.536 -16.434 15.139
N -14.316 -12.143 15.504
H -14.068 -11.441 17.970
H -14.412 -13.056 18.784
H -15.582 -12.143 17.911
H -12.991 -13.384 16.742
H -15.800 -14.399 16.226
H -14.437 -14.972 17.229
H -13.964 -17.145 15.736
H -14.362 -16.646 14.084
H -15.608 -16.313 15.295
H -15.282 -11.980 15.748
H -14.642 -12.862 14.874
C -18.708 -4.545 9.201
C -17.889 -5.019 8.077
C -17.193 -6.377 8.270
O -15.975 -6.053 8.936
C -15.268 -7.204 9.407
N -18.781 -5.095 6.932
H -18.839 -3.467 9.292
H -18.272 -4.817 10.162
H -19.727 -4.915 9.310
H -17.073 -4.342 7.826
H -16.805 -6.665 7.293
H -17.811 -7.207 8.614
H -15.871 -7.804 10.088
H -14.396 -6.885 9.977
H -14.931 -7.839 8.588
H -18.114 -5.238 6.187
H -19.319 -4.278 6.681
C -11.706 -7.302 13.453
C -11.531 -8.276 14.602
C -12.811 -8.225 15.516
O -13.707 -9.390 15.526
C -14.928 -9.097 16.328
N -11.321 -9.670 14.000
H -12.628 -7.491 12.904
H -10.933 -7.478 12.704
H -11.634 -6.269 13.794
H -10.579 -7.974 15.039
H -13.428 -7.348 15.323
H -12.310 -8.129 16.479
H -15.253 -10.003 16.839
H -15.718 -8.577 15.786
H -14.704 -8.413 17.147
H -11.068 -9.383 13.066
H -10.330 -9.761 14.172
C -18.383 -8.559 12.505
C -19.299 -9.524 11.657
C -20.387 -8.964 10.710
O -21.297 -8.209 11.507
C -22.261 -7.621 10.696
N -18.498 -10.479 10.906
H -17.673 -9.228 12.991
H -18.940 -8.001 13.258
H -17.814 -7.820 11.941
H -19.760 -10.041 12.499
H -21.016 -9.748 10.288
H -19.935 -8.326 9.951
H -22.686 -8.398 10.060
H -21.944 -6.794 10.060
H -23.112 -7.245 11.264
H -18.287 -10.002 10.041
H -17.658 -10.413 11.463
C -14.480 -11.112 6.967
C -15.804 -10.709 7.540
C -16.705 -10.241 6.319
O -17.883 -9.607 6.813
C -18.518 -8.656 5.972
N -16.403 -11.818 8.144
H -13.873 -11.814 7.539
H -13.791 -10.304 6.723
H -14.598 -11.733 6.079
H -15.813 -9.956 8.328
H -17.070 -11.087 5.736
H -16.111 -9.719 5.569
H -19.394 -8.369 6.555
H -18.911 -9.153 5.085
H -17.951 -7.732 5.856
H -17.398 -11.653 8.199
H -16.028 -12.092 9.041
```

Output
**LUMO energy (spin up / spin down)**: -7.0 / -5.4 eV
**HOMO level (spin up / spin down)**: -10.15 / -10.15 eV
**2S+1**: 4
**Kohn-Sham gap (spin up / spin down)**: 3.2 / 4.7 eV
**Charge**: +1
**<S²>**: 3.7847



The following max |F| values (in Eh/bohr) correspond, in order, to the records above: 0.069, 0.092.